(1)
Here is an isolated ion of composition C13H21Cl2N2O2 and charge +1 from the Open Molecules 2025 dataset. Energies are from ωB97M-V/def2-TZVPD.

Atoms and positions in Å:
C 0.85782 0.98834 -3.43233
C 0.12764 1.64463 -2.27091
O 0.07670 0.81361 -1.10188
C 1.27263 0.60925 -0.43983
C 1.89487 1.62950 0.28406
Cl 1.15664 3.19026 0.40426
C 3.08389 1.40458 0.95795
C 3.64629 0.13732 0.93984
Cl 5.12289 -0.15335 1.77039
C 3.00658 -0.90256 0.27986
C 1.82590 -0.67714 -0.41023
C 1.12576 -1.81345 -1.11458
N -0.25916 -1.92780 -0.66589
C -0.43851 -2.34470 0.71747
C -1.71262 -1.64854 1.21885
N -1.59634 -0.24312 0.78927
C -2.83369 0.54730 0.68060
C -3.25917 0.97770 2.08776
O -2.08355 1.43202 2.72742
H 1.88638 0.76349 -3.15767
H 0.35873 0.07125 -3.73541
H 0.86788 1.67038 -4.27725
H -0.92165 1.81388 -2.52188
H 0.59427 2.60265 -2.03044
H 3.55904 2.20614 1.49934
H 3.44142 -1.88933 0.29631
H 1.69455 -2.73908 -0.95842
H 1.09837 -1.60828 -2.18679
H -0.77375 -2.53233 -1.29653
H 0.42009 -1.99546 1.29628
H -0.52363 -3.42821 0.85168
H -1.81805 -1.73174 2.29936
H -2.58933 -2.08603 0.73716
H -1.06698 -0.31425 -0.13133
H -1.00997 0.28837 1.44967
H -2.60389 1.43415 0.08775
H -3.61735 -0.02732 0.18840
H -3.69093 0.13179 2.63951
H -4.01392 1.76581 2.01532
H -2.30585 1.94023 3.51285

Atomic forces in eV per Å
C -0.2 0.0 0.4
C 0.1 0.2 -0.6
O 0.4 0.1 0.3
C 0.1 0.0 0.0
C -0.1 -0.1 -0.1
Cl 0.0 0.0 0.0
C 0.1 -0.2 0.0
C -0.3 0.1 -0.1
Cl 0.1 0.0 0.1
C 0.0 0.1 0.0
C -0.1 0.1 -0.1
C 0.1 0.1 -0.1
N 0.0 -0.5 -0.1
C -0.2 0.0 0.0
C 0.2 -0.6 0.2
N 0.4 0.2 -0.1
C -0.4 0.5 0.3
C -0.3 -0.2 -0.2
O 0.1 0.1 0.0
H 0.1 0.0 0.0
H 0.0 -0.1 -0.1
H 0.0 0.1 -0.1
H 0.1 0.1 0.0
H -0.1 -0.1 0.0
H 0.0 0.1 0.1
H 0.0 -0.1 0.0
H 0.0 0.1 -0.1
H 0.0 -0.1 0.0
H 0.0 0.0 0.1
H 0.0 0.0 0.0
H 0.0 0.1 0.0
H -0.1 0.1 0.0
H 0.0 0.1 0.0
H -0.4 0.2 0.4
H 0.1 -0.2 -0.2
H 0.1 -0.1 0.0
H 0.1 0.0 0.0
H 0.0 0.1 -0.1
H 0.0 -0.1 -0.1
H 0.1 0.0 0.0

For the HOMO-LUMO gap, the calculation gives 0.3512 Eh. As for the total charge: +1. Its molar mass is 308.229 g/mol. As for the multiplicity: 1. As for the energy above the lowest of the compared OMol25 structures with the same formula, charge and spin: 0.0 kcal per mole. As for the largest force on an atom: 0.74 eV Å⁻¹. The LUMO energy comes out at -2.3 eV. The structure (SMILES) is CCOc1c(Cl)cc(Cl)cc1CNCC[NH2+]CCO.



(2)
Here is a 3-piece molecular cluster, C11H27N7O2P overall at a distorted geometry from the Open Molecules 2025 dataset. Energies are from ωB97M-V/def2-TZVPD.

Atoms and positions in Å:
C 4.08867 -0.82453 1.63732
C 3.92598 -0.38032 0.09828
P 2.10123 -0.51361 -0.49616
C 1.35177 -2.17345 0.01111
C 2.01371 -3.45122 -0.71835
C 1.25419 0.93726 0.42016
C 1.73743 2.40899 0.30790
N 0.81791 3.12945 1.20631
C -0.14143 2.25842 1.81718
N 0.12420 0.93539 1.33388
C -0.70553 -0.23514 1.76586
N -1.98714 0.31482 2.29265
C -2.28242 -0.14403 3.68690
H 3.55075 -1.80761 1.88261
H 5.21435 -1.01404 1.82428
H 3.77489 0.03632 2.31617
H 4.65131 -0.93127 -0.58674
H 4.18802 0.74675 0.05592
H 1.31993 -2.28196 1.15637
H 0.24417 -2.15705 -0.32476
H 2.77527 -4.01182 -0.07305
H 2.47742 -3.20559 -1.73106
H 1.14625 -4.19791 -0.88800
H 2.59015 2.85806 -0.30644
H 0.86552 4.14437 1.35750
H -0.90820 2.65978 2.55441
H -0.17431 -0.94756 2.48291
H -0.98875 -0.80538 0.79942
H -2.74667 0.10889 1.63113
H -3.43523 -0.16802 3.78414
H -1.87459 -1.20123 3.83141
H -1.89804 0.61523 4.45309
C -3.90245 -1.78319 -0.72890
O -2.93696 -1.15918 -0.30005
N -5.08287 -1.85444 -0.06857
N -3.87581 -2.45748 -1.90185
H -5.87795 -2.36238 -0.41169
H -5.15149 -1.36826 0.80971
H -3.01883 -2.43342 -2.42945
H -4.65973 -2.97090 -2.26188
C 0.08219 3.05289 -4.27696
O -0.14361 2.68493 -5.41645
N 0.30127 2.18610 -3.25414
N 0.13578 4.36284 -3.92388
H 0.48794 2.47844 -2.31222
H 0.27146 1.20294 -3.46778
H -0.02049 5.04315 -4.64932
H 0.32075 4.67598 -2.98895

Atomic forces in eV per Å
C 1.2 -0.1 -0.4
C -0.2 0.6 1.6
P 0.3 0.5 -1.0
C -0.9 -0.5 0.9
C -0.5 -0.4 0.2
C 0.6 3.7 1.2
C -3.3 -3.6 1.9
N -0.2 -3.5 -0.5
C 3.0 -0.1 -2.4
N 1.6 3.8 0.1
C -2.1 -0.7 -1.3
N 1.2 -0.9 0.5
C -1.2 0.1 -0.2
H 0.6 1.6 -0.3
H -1.8 0.3 -0.1
H 0.2 -1.4 -0.8
H -1.3 0.6 0.8
H -0.4 -1.8 -0.2
H 0.2 -0.2 -1.7
H 1.8 0.3 0.5
H -1.0 1.1 -0.9
H -0.7 -0.2 1.4
H 1.5 1.2 0.1
H -1.6 -0.6 1.2
H -0.2 -0.8 0.0
H 1.1 -1.1 -1.4
H -0.5 1.4 -0.9
H 0.8 0.9 1.6
H 0.6 -0.2 0.4
H 1.9 -0.1 0.1
H -0.6 1.5 0.3
H -0.3 -1.3 -1.0
C -0.3 -0.2 -0.2
O 0.2 0.2 0.2
N -0.2 0.2 0.5
N 0.4 -0.1 -0.3
H 0.0 0.1 0.0
H -0.1 -0.1 -0.2
H -0.2 0.0 0.0
H 0.1 0.0 0.0
C -0.1 -0.1 -0.7
O 0.0 0.0 0.3
N 0.1 -0.7 0.5
N 0.0 0.7 0.0
H 0.0 -0.1 -0.1
H 0.0 0.2 0.1
H 0.0 -0.1 0.1
H 0.0 0.0 -0.1

For the HOMO-LUMO gap, the calculation gives 0.3063 Eh. As for the total charge: +1. Its molar mass is 320.358 g/mol. As for the multiplicity: 1. As for the energy above the lowest of the compared OMol25 structures with the same formula, charge and spin: 0.0 kcal per mole. As for the largest force on an atom: 5.23 eV Å⁻¹. The LUMO energy comes out at -2.9 eV.